(1)
{
  "formula": "C2H7NO2",
  "method": "ωB97M-V/def2-TZVPD",
  "symbols": ["C", "O", "O", "H", "H", "H", "H", "C", "N", "H", "H", "H"],
  "coordinates": [[1.881, 0.559, 0.031], [0.678, -0.018, -0.396], [-0.500, -1.321, 1.599], [-1.056, -2.104, 1.702], [2.219, -0.028, 0.888], [1.786, 1.603, 0.343], [2.637, 0.513, -0.761], [-2.029, 0.336, -1.112], [-2.461, -0.419, -0.344], [-1.014, -0.755, 0.995], [0.027, 0.574, -1.064], [-2.168, 1.061, -1.883]],
  "relative_energy_kcal_mol": 76.8,
  "homo_ev": -10.1,
  "orbital_gap_ev": 10.339,
  "max_force_ev_per_a": 4.9,
  "smiles": "C#N.CO.O",
  "total_charge": 0,
  "energy_ev": -7770.195
}

(2)
{
  "formula": "C2H7NO2",
  "method": "ωB97M-V/def2-TZVPD",
  "symbols": ["O", "C", "H", "H", "N", "C", "O", "H", "H", "H", "H", "H"],
  "coordinates": [[1.538, -2.187, 0.213], [0.667, -2.677, 0.871], [0.048, -2.090, 1.580], [0.421, -3.754, 0.770], [-0.091, 1.382, 0.617], [-0.870, 1.105, -0.563], [-0.439, 1.784, -1.750], [0.776, 0.857, 0.634], [0.160, 2.364, 0.652], [-0.869, 0.033, -0.769], [-1.854, 1.503, -0.389], [0.514, 1.679, -1.865]],
  "relative_energy_kcal_mol": 48.9,
  "homo_ev": -9.7,
  "orbital_gap_ev": 10.453,
  "max_force_ev_per_a": 0.9,
  "smiles": "C=O.NCO",
  "total_charge": 0,
  "energy_ev": -7771.405
}

(3)
{
  "formula": "C2H7NO2",
  "method": "ωB97M-V/def2-TZVPD",
  "symbols": ["C", "C", "N", "O", "O", "H", "H", "H", "H", "H", "H", "H"],
  "coordinates": [[0.231, 0.430, -0.468], [-0.638, -1.550, 0.562], [1.110, 1.544, -0.210], [0.516, -0.561, 0.448], [-1.114, 0.849, -0.328], [-1.143, 1.478, 0.407], [0.281, 0.035, -1.503], [1.417, 1.992, -1.063], [1.917, 1.228, 0.312], [-1.643, -1.172, 0.747], [-0.330, -2.113, 1.437], [-0.604, -2.160, -0.343]],
  "relative_energy_kcal_mol": 35.7,
  "homo_ev": -9.9,
  "orbital_gap_ev": 10.957,
  "max_force_ev_per_a": 2.4,
  "smiles": "CO[C@H](N)O",
  "total_charge": 0,
  "energy_ev": -7771.979
}

(4)
{
  "formula": "C2H7NO2P",
  "method": "ωB97M-V/def2-TZVPD",
  "symbols": ["C", "C", "N", "O", "O", "P", "H", "H", "H", "H", "H", "H", "H"],
  "coordinates": [[1.433, 2.096, -0.205], [-1.437, -2.137, -0.468], [1.542, 0.775, 0.370], [-2.007, -0.142, 1.009], [1.034, -0.154, -0.437], [-1.583, -0.250, -0.394], [1.956, 1.908, -1.132], [0.385, 2.569, -0.530], [2.006, 3.020, 0.213], [-2.472, -2.512, -0.567], [-0.952, -2.029, 0.528], [-0.829, -2.485, -1.276], [1.215, 0.685, 1.291]],
  "relative_energy_kcal_mol": 115.9,
  "homo_ev": [-2.1, -2.1],
  "orbital_gap_ev": [6.577, 6.575],
  "max_force_ev_per_a": 3.0,
  "total_charge": -1,
  "energy_ev": -17059.237
}

(5)
{
  "formula": "C2H7NO2Si",
  "method": "ωB97M-V/def2-TZVPD",
  "symbols": ["C", "C", "N", "O", "O", "Si", "H", "H", "H", "H", "H", "H", "H"],
  "coordinates": [[0.065, 1.108, 0.247], [-0.719, 2.267, -0.210], [1.328, -1.760, -0.050], [-0.750, 0.024, 0.268], [1.243, 1.023, 0.499], [-0.407, -1.599, 0.068], [0.045, 3.155, -0.466], [-1.275, 1.801, -1.080], [-1.345, 2.574, 0.594], [1.874, -1.976, 0.767], [1.710, -2.543, -0.729], [-0.972, -1.831, -1.312], [-0.797, -2.245, 1.402]],
  "relative_energy_kcal_mol": 12.3,
  "homo_ev": -9.6,
  "orbital_gap_ev": 10.397,
  "max_force_ev_per_a": 4.0,
  "smiles": "CC(=O)O[SiH2]N",
  "total_charge": 0,
  "energy_ev": -15651.347
}

(6)
{
  "formula": "C2H7NO3",
  "method": "ωB97M-V/def2-TZVPD",
  "symbols": ["O", "C", "O", "C", "N", "H", "H", "H", "H", "H", "H", "H", "O"],
  "coordinates": [[1.357, 0.061, -1.082], [0.471, 0.513, -0.424], [-0.820, 0.614, -0.836], [0.600, 0.854, 1.065], [1.461, -0.016, 1.783], [-0.934, 0.765, -1.766], [0.984, 1.882, 1.078], [-0.396, 1.027, 1.474], [1.080, -0.928, 1.972], [2.355, -0.189, 1.348], [-2.217, -0.737, -0.433], [-2.480, -2.019, -1.326], [-2.537, -1.643, -0.445]],
  "relative_energy_kcal_mol": 19.0,
  "homo_ev": -9.7,
  "orbital_gap_ev": 10.130,
  "max_force_ev_per_a": 1.6,
  "smiles": "NCC(=O)O.O",
  "total_charge": 0,
  "energy_ev": -9820.139
}